Formula: C26H69N3O11
Source: the Open Molecules 2025 dataset
Level of theory: ωB97M-V/def2-TZVPD

Values from the calculation:
Orbital gap ... 9.128 eV
Energy ... -55066.8709 eV
ΔE to the lowest compared entry with this formula, charge and spin ... 0.0 kcal/mol
Structure (SMILES) ... COCCNCCOC.COCCNCCOC.COCCNCCOC.OCCO.CCO.CCO.CCO
HOMO ... -8.626 eV

Structure (XYZ):
```
109
Properties=species:S:1:pos:R:3:forces:R:3
C -21.67265 8.05657 -6.61693 0.229 -1.398 -1.398
O -22.03577 8.93171 -5.61644 -0.205 1.166 0.458
C -21.13657 10.04949 -5.50405 -0.183 -1.263 2.238
C -21.67947 11.03038 -4.47124 -0.785 1.435 -1.320
N -21.43049 10.70936 -3.09592 -1.066 -1.909 0.144
C -21.80444 11.69812 -2.10925 0.281 0.054 0.216
C -21.60893 11.01846 -0.77835 -0.987 0.306 1.693
O -21.60666 11.94070 0.36397 0.291 -0.769 -1.360
C -20.47227 12.78219 0.32214 -0.650 1.109 2.362
H -22.38671 7.19980 -6.61827 0.560 0.550 0.156
H -20.62754 7.66538 -6.50442 -0.681 0.235 0.081
H -21.74128 8.51741 -7.62714 0.065 -0.059 0.458
H -20.95607 10.53504 -6.42961 -0.104 0.337 -1.133
H -20.20140 9.62296 -5.11696 0.207 0.304 -0.177
H -22.78393 11.14473 -4.65713 0.675 0.024 -0.111
H -21.22815 12.01035 -4.74299 -0.174 -0.401 0.430
H -22.08185 9.90460 -2.91216 1.118 0.527 -0.022
H -22.84313 12.08632 -2.17545 0.415 -0.079 -0.128
H -21.09600 12.50928 -2.13228 0.079 0.581 -0.464
H -20.69364 10.44254 -0.70745 0.313 -0.106 -0.407
H -22.45936 10.33716 -0.62750 0.282 0.103 0.267
H -19.49899 12.31400 0.36978 0.182 -0.754 -0.128
H -20.56463 13.39469 1.26266 0.259 -0.421 -0.847
H -20.47328 13.48369 -0.48162 -0.124 0.440 -0.788
C -18.67234 7.53453 3.22470 0.737 0.004 0.235
O -18.14121 6.31208 2.72358 -0.492 0.381 0.484
C -17.38146 5.66356 3.73696 -0.081 0.212 -0.910
C -16.49502 4.71137 3.02588 0.642 -0.715 -0.276
N -15.62629 5.45154 2.07455 -2.408 1.165 0.260
C -15.08636 4.61669 1.05012 0.015 -0.336 -0.655
C -16.09188 3.91305 0.10539 0.693 0.528 0.682
O -16.66463 4.93082 -0.68961 -0.583 -0.548 0.009
C -17.82899 4.52641 -1.40446 -0.181 -0.310 -0.213
H -19.38397 7.39880 4.07689 0.384 -0.056 -0.603
H -19.16538 8.07314 2.39410 0.358 -0.215 0.493
H -17.75277 8.03273 3.60448 -0.972 0.651 -0.148
H -18.05387 5.15987 4.38674 -0.655 -0.658 0.851
H -16.79170 6.33627 4.33702 0.236 0.771 0.101
H -17.18671 3.93162 2.60253 0.755 0.504 -0.123
H -15.84700 4.19728 3.76348 -0.256 0.118 -0.344
H -16.21806 6.21071 1.63526 0.833 -1.225 0.649
H -14.58256 3.84272 1.60150 0.784 -0.573 -0.120
H -14.37528 5.23645 0.47509 -0.180 -0.571 0.041
H -16.84524 3.39925 0.72070 -0.086 0.085 -0.280
H -15.54310 3.12731 -0.45220 -0.327 0.420 -0.238
H -18.05766 5.38604 -2.07197 -0.291 -0.590 0.627
H -18.70917 4.18440 -0.74791 1.267 0.759 -0.780
H -17.58110 3.67045 -2.06327 -0.114 0.224 0.207
C -26.39547 9.59675 -10.84865 -0.040 -1.482 0.307
O -25.68525 8.62387 -10.07173 -2.400 -0.102 1.577
C -26.59776 8.16653 -8.98370 2.719 -0.723 -0.772
C -25.90449 6.92768 -8.40593 -0.474 1.614 2.153
N -26.40000 6.68554 -7.01032 -0.208 -2.150 -1.627
C -25.97843 7.50362 -5.90390 0.011 1.081 -0.768
C -26.04831 6.71954 -4.63508 1.109 0.474 1.192
O -25.12694 5.64368 -4.70430 -0.680 -0.059 -0.451
C -25.39477 4.62320 -3.76593 0.154 -0.214 -0.944
H -25.58844 10.07649 -11.33546 0.358 1.065 -0.884
H -26.98641 10.28405 -10.21126 0.255 -0.258 -0.437
H -27.02102 9.03577 -11.58215 0.068 0.748 0.401
H -27.56900 7.88362 -9.31784 -0.852 0.092 -0.686
H -26.67263 8.95573 -8.23626 -0.001 0.068 0.054
H -24.83668 7.14538 -8.44258 0.337 -0.088 0.112
H -26.09168 6.01325 -8.92712 -0.232 -0.305 -0.682
H -26.16411 5.67923 -6.86936 -0.284 1.330 0.560
H -26.66489 8.39408 -5.75440 0.747 -0.787 -0.361
H -24.95252 7.87475 -6.12306 -0.266 0.083 0.598
H -27.05687 6.33730 -4.45832 -0.099 0.058 -0.070
H -25.73272 7.37903 -3.78443 -0.477 -0.367 -0.478
H -24.94729 3.73378 -4.18769 -0.090 -0.460 -0.061
H -26.46944 4.44974 -3.58516 0.377 0.199 -0.006
H -24.84252 4.83246 -2.88311 0.093 0.206 1.307
O -22.56400 -0.86695 -1.77309 0.078 -0.968 0.013
C -21.86711 0.15432 -2.39606 -0.786 2.412 0.423
C -21.38586 1.22567 -1.40259 0.744 -0.661 0.092
O -22.46292 1.63406 -0.51239 1.338 -0.899 -0.866
H -23.12862 -0.47905 -1.09788 0.012 0.186 0.040
H -21.04768 -0.15670 -2.99522 0.984 -1.014 -0.054
H -22.46639 0.68272 -3.14377 -0.638 0.004 0.040
H -21.08533 2.11513 -1.96777 0.229 -0.157 -0.047
H -20.44395 0.81177 -0.87137 -1.585 0.702 -0.269
H -21.96961 2.25901 0.02837 -0.369 0.474 0.597
C -21.01398 5.14098 2.50711 -0.824 -0.377 0.294
C -20.54353 4.82211 1.09330 0.137 0.013 1.020
O -20.62151 3.43426 0.76194 -0.511 0.412 -0.132
H -22.06631 4.74994 2.65067 1.254 0.163 0.154
H -21.08934 6.22038 2.63215 0.049 0.109 -0.103
H -20.28341 4.81279 3.29544 -0.856 -0.093 -0.711
H -19.52269 5.09303 1.02024 1.202 0.525 -0.042
H -21.04907 5.41384 0.37601 -0.842 0.112 -0.678
H -20.23307 3.05928 1.54184 0.299 -1.026 0.431
C -22.96128 9.86841 3.10003 1.581 -0.315 -0.375
C -22.13257 10.84018 3.94919 -1.757 -0.127 -0.485
O -22.39006 12.16090 3.53052 0.540 0.905 -0.289
H -23.93556 10.26894 2.86551 -0.154 0.214 -0.217
H -23.10164 8.94626 3.65542 0.041 -0.366 -0.110
H -22.32699 9.67298 2.18381 -1.177 0.019 0.647
H -21.10661 10.53411 3.86285 0.793 0.151 0.228
H -22.47153 10.80803 4.98697 0.277 -0.011 0.003
H -22.11525 12.32305 2.60810 -0.168 -0.556 0.456
C -21.41847 6.97910 -1.62951 -0.843 -0.008 -0.533
C -22.07031 6.93331 -3.02551 -0.097 0.495 0.649
O -23.05920 7.96398 -3.11085 0.088 -0.087 0.965
H -20.90117 7.92288 -1.41553 -0.440 -0.067 -0.148
H -20.69494 6.21208 -1.53216 1.007 -0.863 -0.256
H -22.13975 6.71385 -0.85992 -0.317 0.530 0.091
H -22.60544 6.00261 -3.25818 0.530 -0.138 0.281
H -21.29118 7.10692 -3.76735 -0.001 -0.074 -0.209
H -22.98250 8.33806 -3.97808 -0.018 0.320 -1.105
```
Positions in Å, forces in eV/Å.

Atomic partial charges in e from the Mulliken method, atoms 1 to 5: -0.870 -0.112 -0.864 -0.685 -0.172

Formula: C26H69N3O12
Source: the Open Molecules 2025 dataset
Level of theory: ωB97M-V/def2-TZVPD

Values from the calculation:
Orbital gap ... 9.166 eV
Energy ... -57113.3390 eV
ΔE to the lowest compared entry with this formula, charge and spin ... 4.8 kcal/mol
Structure (SMILES) ... COCCNCCOC.COCCNCCOC.COCCNCCOC.OCCO.OCCO.CCO.CCO
HOMO ... -8.785 eV

Structure (XYZ):
```
110
Properties=species:S:1:pos:R:3:forces:R:3
C 16.61582 17.28593 14.14226 0.133 0.338 0.211
O 17.47218 17.52341 13.01817 -1.558 -0.334 0.280
C 17.12914 16.62699 11.98137 0.376 -0.156 -2.224
C 17.61104 17.16839 10.61308 1.094 -0.758 0.807
N 16.94610 18.37864 10.15182 0.227 -0.442 1.687
C 17.56244 18.95624 9.00853 0.497 1.819 -1.203
C 18.85902 19.80234 9.29653 -0.851 -1.794 0.220
O 18.72526 20.65247 10.43531 -0.090 0.258 -0.821
C 17.81714 21.75818 10.19011 0.829 -1.160 -0.547
H 15.55426 17.37286 13.91060 -0.114 0.309 -0.432
H 16.84656 18.01468 14.91929 0.165 -0.025 -0.131
H 16.69806 16.28906 14.57537 0.526 -0.246 -0.123
H 16.08417 16.40859 11.76124 -0.631 0.282 1.129
H 17.63426 15.67432 12.14069 -0.033 -0.214 0.044
H 17.55516 16.43545 9.80823 -0.520 -0.425 0.217
H 18.68490 17.21531 10.79402 0.506 0.896 -0.327
H 17.03356 19.03104 10.91787 -0.343 0.386 0.256
H 16.83472 19.60275 8.51810 -0.226 0.001 -0.175
H 17.76022 18.14015 8.31357 0.366 0.211 -0.269
H 19.24651 20.29931 8.40716 -0.271 0.340 -0.046
H 19.52136 18.95661 9.48128 0.852 0.696 0.800
H 16.85228 21.32561 9.92544 -0.445 0.394 0.617
H 18.08684 22.32574 9.29947 0.470 0.141 -0.056
H 17.88188 22.40789 11.06290 -0.423 -0.218 -0.061
C 15.35028 14.48492 6.59962 -0.489 0.459 0.075
O 15.59304 13.36691 7.43740 -0.662 0.163 0.288
C 15.57038 13.72010 8.82380 1.197 0.151 -0.185
C 15.44130 12.51419 9.71602 0.697 -0.163 1.149
N 15.73924 12.83172 11.17773 -0.242 -0.430 -1.726
C 15.92784 11.62848 12.01634 -0.596 0.943 0.231
C 14.92100 10.49291 11.89976 0.677 -0.716 -0.854
O 15.11300 9.66774 10.74525 1.192 -0.886 -0.164
C 16.34684 8.86228 10.78115 -1.010 1.019 -0.112
H 16.11990 15.25643 6.57610 0.743 -0.373 0.074
H 14.51370 15.09053 6.94809 -0.510 -0.278 0.159
H 15.12698 14.15612 5.58467 0.194 -0.249 0.139
H 14.75272 14.39188 9.08507 -0.050 0.443 -0.351
H 16.53938 14.18411 9.00770 -0.035 0.501 0.413
H 16.20820 11.77352 9.48939 -0.320 -0.157 -0.478
H 14.43616 12.13979 9.52201 0.004 -0.627 0.319
H 15.05702 13.49554 11.51541 -0.169 -0.286 0.403
H 15.87382 11.93284 13.06159 0.052 0.326 0.097
H 16.95166 11.27438 11.89595 -0.024 -0.169 -0.255
H 13.89378 10.85152 11.83404 0.034 0.113 0.023
H 15.01556 9.83723 12.76535 -0.060 0.053 0.410
H 16.47046 8.38832 11.75489 -0.100 -0.112 0.077
H 17.23522 9.45776 10.57064 -0.006 0.308 0.136
H 16.32314 8.11593 9.98711 -0.503 0.026 0.140
C 12.26658 20.07421 11.86471 0.439 1.041 -0.601
O 13.10242 21.06996 11.22842 0.770 0.811 0.493
C 13.94986 21.92365 12.08969 -0.519 -1.423 0.463
C 15.14282 21.12565 12.49057 0.868 -0.810 0.738
N 16.07220 21.86462 13.31631 -0.182 -0.188 0.532
C 17.24666 21.06210 13.67294 0.651 2.214 0.590
C 18.24726 22.06221 14.36765 -0.398 -1.755 -0.155
O 19.46388 21.34206 14.44368 1.064 0.457 -0.038
C 20.49938 22.09881 15.05285 -0.598 0.985 1.000
H 11.75530 19.54081 11.06337 0.316 0.024 -0.076
H 11.47426 20.58469 12.41219 0.220 -0.153 0.598
H 12.90930 19.39549 12.42539 -0.408 -0.027 0.304
H 13.41076 22.24281 12.98166 -0.273 0.044 -0.071
H 14.38246 22.80909 11.62391 -0.939 0.060 -0.899
H 15.65866 20.75515 11.60472 -0.164 -0.254 -0.396
H 14.87934 20.25969 13.09784 -0.279 -0.229 -0.140
H 16.39154 22.69358 12.83575 0.038 0.128 -0.134
H 17.70728 20.62047 12.78925 0.291 -0.187 0.014
H 17.04858 20.28854 14.41488 -0.395 -0.038 -0.219
H 17.91368 22.30442 15.37669 -0.262 -0.130 0.242
H 18.31474 23.03568 13.88195 0.292 -0.003 -0.649
H 21.02182 22.82662 14.43200 -0.020 -0.333 -0.760
H 21.24164 21.55126 15.63366 -0.191 -0.754 -0.553
H 20.04046 22.74012 15.80532 -0.185 0.153 0.356
O 11.13562 19.90314 8.29279 -0.292 -0.708 2.768
C 11.17450 19.62349 6.96212 -0.364 2.385 -2.166
C 10.02788 20.47042 6.27086 0.637 -0.372 -0.018
O 10.33898 21.90512 6.27874 0.160 -1.629 -0.116
H 11.41476 20.81711 8.38416 -0.052 0.344 0.307
H 12.14294 20.02808 6.66800 0.122 -0.047 -1.138
H 11.20508 18.56970 6.68518 -0.624 -0.065 0.429
H 9.08133 20.36795 6.80157 0.122 -0.430 0.367
H 9.84289 20.08436 5.26844 0.236 0.256 -0.359
H 9.53234 22.30307 5.94319 0.055 0.338 0.043
O 9.46947 14.93787 8.90047 0.311 0.685 0.201
C 9.84364 16.31104 8.58612 -0.872 -0.550 1.040
C 8.66928 17.17961 9.09881 0.005 -0.366 -1.840
O 7.49080 16.88790 8.30915 0.414 0.456 0.667
H 10.25328 14.39669 9.02040 0.092 0.059 -0.084
H 10.74054 16.66699 9.09305 0.224 -0.359 0.223
H 10.04178 16.32808 7.51442 -0.412 0.587 -0.096
H 8.90156 18.23317 8.94338 0.018 0.036 -0.122
H 8.47300 17.05223 10.16340 0.196 -0.345 0.023
H 7.08054 16.10510 8.68402 0.060 -0.156 -0.054
C 14.06666 23.59353 7.64627 1.225 0.198 -0.108
C 13.76322 22.40233 8.50336 0.059 0.484 -1.675
O 12.71768 22.74188 9.33392 -0.626 0.138 0.351
H 14.95350 23.39011 7.04609 0.069 -0.012 -0.217
H 14.37290 24.34779 8.37112 -0.225 0.514 -0.284
H 13.28830 23.95480 6.97413 -0.216 -0.198 0.359
H 14.65562 22.16939 9.08427 0.290 -0.292 0.051
H 13.47470 21.54145 7.90025 0.304 -0.398 -0.240
H 12.84534 22.03895 9.97516 -1.133 -0.221 1.192
C 13.45904 17.46170 9.79383 -0.799 0.216 1.101
C 14.02728 17.97480 8.50933 -1.037 0.531 -0.396
O 15.22202 17.36641 8.23510 1.152 -1.051 -1.036
H 12.47594 17.88692 9.99583 0.037 0.235 0.002
H 14.13834 17.77215 10.58773 -0.037 0.118 0.210
H 13.32642 16.39021 9.94356 0.258 -0.247 -0.722
H 14.20990 19.04606 8.59392 -0.305 0.438 0.260
H 13.37478 17.88742 7.64059 -0.214 -0.365 0.041
H 15.80128 17.74034 8.90311 0.473 -0.197 0.530
```
Positions in Å, forces in eV/Å.

Atomic partial charges in e from the Mulliken method, atoms 1 to 5: -0.820 -0.248 -0.813 -0.904 0.761